i.
{
  "formula": "C60H102F18O30",
  "method": "the ωB97M-V functional and the def2-TZVPD basis",
  "total_charge": 0,
  "homo_ev": -10.07,
  "gap_ev": 10.51,
  "elements": ["O", "C", "O", "C", "C", "C", "H", "H", "H", "H", "H", "H", "H", "H", "O", "C", "O", "C", "C", "C", "H", "H", "H", "H", "H", "H", "H", "H", "O", "C", "O", "C", "C", "C", "H", "H", "H", "H", "H", "H", "H", "H", "O", "C", "O", "C", "C", "C", "H", "H", "H", "H", "H", "H", "H", "H", "O", "C", "O", "C", "C", "C", "H", "H", "H", "H", "H", "H", "H", "H", "O", "C", "O", "C", "C", "C", "H", "H", "H", "H", "H", "H", "H", "H", "O", "C", "O", "C", "C", "C", "H", "H", "H", "H", "H", "H", "H", "H", "O", "C", "O", "C", "C", "C", "H", "H", "H", "H", "H", "H", "H", "H", "O", "C", "O", "C", "C", "C", "H", "H", "H", "H", "H", "H", "H", "H", "C", "C", "O", "C", "O", "C", "F", "F", "F", "H", "H", "H", "H", "H", "C", "C", "O", "C", "O", "C", "F", "F", "F", "H", "H", "H", "H", "H", "C", "C", "O", "C", "O", "C", "F", "F", "F", "H", "H", "H", "H", "H", "C", "C", "O", "C", "O", "C", "F", "F", "F", "H", "H", "H", "H", "H", "C", "C", "O", "C", "O", "C", "F", "F", "F", "H", "H", "H", "H", "H", "C", "C", "O", "C", "O", "C", "F", "F", "F", "H", "H", "H", "H", "H"],
  "positions_angstrom": [[3.5228, -1.7654, 1.4566], [3.8141, -0.7244, 0.8666], [4.0175, -0.6648, -0.4625], [3.7207, -1.9204, -1.2397], [3.8429, -1.5559, -2.6942], [4.0217, 0.6023, 1.5566], [2.7538, -2.3014, -0.9632], [4.4774, -2.6449, -0.9502], [3.5003, -2.4566, -3.2334], [4.8728, -1.4236, -2.9704], [3.2330, -0.6564, -2.8024], [3.2405, 0.7443, 2.2797], [4.2424, 1.4174, 0.8622], [4.8937, 0.5005, 2.2483], [0.1697, 2.1236, -3.0353], [-0.0111, 3.3388, -3.0098], [0.2533, 4.1337, -1.9561], [0.8718, 3.3855, -0.8060], [2.3420, 3.6906, -1.0067], [-0.5808, 4.1129, -4.1478], [0.5465, 2.3597, -0.9871], [0.5036, 3.7396, 0.1924], [3.0279, 3.0595, -0.4381], [2.4590, 4.7448, -0.7762], [2.5271, 3.5592, -2.0853], [0.1562, 4.8608, -4.4085], [-1.4738, 4.6669, -3.8457], [-0.7731, 3.4598, -4.9710], [-5.4854, -0.2253, 2.8370], [-5.7955, -1.3965, 2.8689], [-5.2119, -2.3155, 3.6246], [-4.1463, -1.7667, 4.4591], [-4.5172, -0.6713, 5.4113], [-6.8001, -2.0426, 2.0119], [-3.3644, -1.4047, 3.8051], [-3.8085, -2.6527, 4.9728], [-4.0101, -0.7675, 6.3580], [-5.5861, -0.7058, 5.4938], [-4.2381, 0.3200, 4.9743], [-6.8935, -3.0607, 2.3294], [-6.3740, -2.0856, 0.9973], [-7.7676, -1.4682, 2.1001], [6.1713, 1.2537, -3.8448], [5.3733, 1.6420, -2.9997], [4.0959, 1.9453, -3.3456], [3.6727, 1.6610, -4.7178], [3.7233, 2.8153, -5.5836], [5.6913, 1.8655, -1.5669], [2.6908, 1.2185, -4.6389], [4.3339, 0.8578, -5.0673], [3.3870, 2.3633, -6.5325], [4.7103, 3.2624, -5.6093], [2.9376, 3.5544, -5.3763], [5.7976, 0.9141, -1.0642], [5.0014, 2.4697, -1.0279], [6.6302, 2.4267, -1.6115], [-0.2894, -2.7789, 2.2013], [0.1577, -3.9122, 2.2653], [-0.5169, -4.9040, 2.8816], [-1.7517, -4.4187, 3.4315], [-2.8599, -4.5389, 2.4463], [1.4310, -4.4195, 1.7769], [-1.6515, -3.3909, 3.6945], [-1.9287, -5.0564, 4.2854], [-3.0555, -5.5546, 2.2090], [-2.5315, -3.9445, 1.5805], [-3.7583, -4.0971, 2.9431], [2.2642, -4.0867, 2.4038], [1.6353, -4.0378, 0.7530], [1.3188, -5.4616, 1.6569], [1.0616, -3.9573, -2.5709], [1.1338, -5.1808, -2.4154], [0.2341, -5.8703, -1.6984], [-0.9542, -5.0947, -1.3095], [-2.0133, -6.1583, -1.0619], [2.1422, -6.0561, -3.0677], [-1.1444, -4.4404, -2.1913], [-0.8168, -4.4447, -0.4402], [-1.6721, -6.7361, -0.2428], [-2.2408, -6.7924, -1.9639], [-2.9530, -5.6841, -0.7406], [2.5340, -6.6764, -2.2739], [2.8586, -5.3416, -3.4506], [1.8458, -6.7107, -3.8685], [-5.2767, 2.5166, 0.8842], [-5.6605, 3.0095, 1.8858], [-4.9243, 3.6806, 2.7539], [-3.4832, 3.6339, 2.4690], [-2.8188, 3.8210, 3.7998], [-7.1118, 2.9998, 2.3576], [-3.2452, 4.4405, 1.7682], [-3.1758, 2.7066, 1.9743], [-1.7528, 3.8735, 3.6074], [-2.9441, 2.9032, 4.3877], [-3.0848, 4.7609, 4.2725], [-7.3864, 3.7842, 3.0254], [-7.2781, 2.0302, 2.8562], [-7.7510, 2.9738, 1.4798], [-0.4312, -5.6118, -5.5146], [-1.3425, -6.2718, -5.0442], [-2.4150, -5.7122, -4.4097], [-2.3987, -4.2581, -4.3744], [-2.9395, -3.7511, -5.7057], [-1.5145, -7.7603, -5.0052], [-1.3483, -3.9769, -4.2280], [-3.0104, -3.9416, -3.5315], [-2.3134, -4.1393, -6.5464], [-2.9288, -2.6772, -5.6630], [-3.9653, -4.1556, -5.8536], [-1.3973, -8.0420, -3.9427], [-0.8038, -8.3309, -5.5979], [-2.4919, -8.0296, -5.4117], [0.8995, 1.0909, 1.3925], [-0.1762, 0.5499, 1.3029], [-0.4583, -0.1781, 0.2599], [0.7160, -0.5567, -0.5481], [0.2931, -0.8792, -1.9676], [-1.2831, 0.5883, 2.3292], [1.1832, -1.3742, 0.0144], [1.4588, 0.2469, -0.6059], [1.1415, -1.3077, -2.4889], [-0.0104, 0.0880, -2.3954], [-0.5606, -1.5582, -2.0529], [-2.2128, 0.5988, 1.8269], [-1.1012, 1.4106, 3.0386], [-1.2519, -0.3624, 2.8894], [5.5534, 2.4621, 4.6598], [6.8398, 2.5086, 3.8099], [6.9570, 3.8518, 3.1469], [6.3946, 3.9582, 1.9152], [5.8076, 3.1248, 1.3718], [6.5762, 5.4037, 1.2884], [7.0192, 5.4630, 0.0449], [5.3524, 5.9639, 1.2213], [7.4118, 6.1892, 1.9864], [4.7236, 2.5731, 3.9592], [5.3933, 3.1777, 5.5178], [5.4918, 1.5191, 5.2168], [6.8295, 1.7085, 3.0878], [7.6987, 2.4444, 4.4843], [-3.6824, -1.2558, -0.0087], [-3.6165, 0.0796, -0.7478], [-3.2990, -0.1843, -2.1252], [-3.1191, 0.9318, -2.8628], [-3.1412, 2.0595, -2.4587], [-2.7690, 0.4981, -4.2933], [-2.5165, 1.5516, -5.1146], [-1.7647, -0.3688, -4.3665], [-3.8786, -0.0318, -4.8573], [-2.7021, -1.7374, -0.0756], [-4.4943, -1.8474, -0.4657], [-3.8950, -1.1726, 1.0385], [-2.9074, 0.7147, -0.2827], [-4.5389, 0.6765, -0.6508], [-4.1952, 4.7054, -2.2420], [-3.2155, 4.8026, -1.1216], [-2.3181, 5.9047, -1.4211], [-1.3908, 6.2549, -0.5113], [-1.2103, 5.7490, 0.5350], [-0.5957, 7.5508, -0.9829], [-0.8982, 8.5603, -0.1512], [0.7012, 7.2737, -0.8963], [-0.9865, 7.9057, -2.2104], [-4.9065, 3.8880, -1.9415], [-3.6961, 4.4866, -3.2015], [-4.6541, 5.6680, -2.3601], [-2.6558, 3.8728, -1.0712], [-3.7361, 4.9399, -0.1792], [1.4653, 3.6765, 3.3440], [1.4597, 4.1112, 4.8077], [0.3461, 3.4273, 5.5395], [0.5534, 3.1847, 6.8290], [1.4770, 3.4030, 7.4961], [-0.6957, 2.4196, 7.3373], [-1.1802, 1.5520, 6.4463], [-0.3709, 1.6384, 8.3922], [-1.6848, 3.2134, 7.7107], [1.6599, 2.5941, 3.2743], [2.3272, 4.2070, 2.8992], [0.5774, 4.0173, 2.7678], [1.2592, 5.1823, 4.8362], [2.3875, 3.8205, 5.2999], [0.6942, -1.9411, -5.4890], [0.7580, -2.6908, -6.8215], [2.0582, -2.4065, -7.4917], [3.2245, -2.8467, -6.9859], [3.4293, -3.6570, -6.1302], [4.3841, -2.1837, -7.7493], [5.5297, -2.6771, -7.2870], [4.3236, -2.5150, -9.0638], [4.4350, -0.8568, -7.7247], [1.5339, -2.1878, -4.7920], [-0.1980, -2.2090, -4.9516], [0.7167, -0.8524, -5.5243], [-0.0229, -2.3500, -7.4998], [0.6037, -3.7424, -6.5991], [1.4928, 0.2816, 5.2683], [1.3944, -1.2265, 4.9646], [0.6765, -1.8642, 6.0428], [-0.6261, -2.0832, 5.9182], [-1.3568, -1.7006, 5.0800], [-1.1197, -3.0361, 7.0926], [-0.3911, -2.8344, 8.2497], [-2.4218, -2.8645, 7.3160], [-0.8282, -4.3224, 6.6894], [0.4856, 0.7062, 5.1660], [2.0675, 0.8644, 4.5175], [1.9142, 0.5429, 6.2455], [2.4088, -1.6208, 5.0435], [0.9738, -1.4778, 3.9996]],
  "mulliken_charge": [-0.7225, 0.4813, 0.1332, 0.3269, -0.6765, 1.3553, -0.5764, 0.6583, 0.0535, 0.5614, -0.2698, -0.9743, -0.6611, 0.3426, -0.3597, 0.4405, -0.2287, 1.3507, -0.2830, -1.5043, -0.2757, -0.3632, -0.3370, 0.3036, 0.0994, 0.4528, 0.1560, 0.3181, -0.4196, 0.9031, -0.3991, 0.6843, -1.4287, -1.1880, -0.3334, 0.4019, 0.3507, 0.5102, 0.0858, 0.3922, 0.1802, 0.3016, -0.6703, 0.4912, 0.0918, -0.0021, -1.4785, -0.0898, 0.0226, 0.5426, 0.4249, 0.3603, 0.2136, 0.1072, -0.3380, 0.4336, -0.0067, 0.2933, -0.3837, 0.4388, -0.2030, -0.7909, -0.6043, 0.4725, 0.4599, -0.3525, 0.1219, 0.2394, -0.2866, 0.5594, 0.4820, 0.3774, -0.4344, 2.4410, -1.5073, -1.4414, -0.9966, -0.5778, 0.5179, 0.0686, 0.2901, 0.4267, 0.1845, 0.2602, -0.5097, 1.0063, -0.4459, 1.2487, -0.9845, -1.2647, -0.2163, -0.2423, -0.0139, 0.0650, 0.4920, 0.3961, 0.1885, 0.3677, -0.4784, 0.8590, -0.4358, 0.7461, -1.3223, -1.3160, -0.3862, 0.4725, 0.2928, 0.1953, 0.4068, 0.2735, 0.3588, 0.3488, -0.2014, -0.0586, 0.4050, 0.1845, 2.2304, 1.3660, -0.3134, 0.1974, -0.9561, -1.0390, 0.0275, -0.5405, -0.3783, -0.8202, -0.7163, -0.2965, -0.3538, 0.2757, -0.2543, 0.7784, -0.2533, -0.2330, -0.2461, -0.0442, 0.3976, 0.3951, 0.2304, 0.3400, 0.3849, 0.2101, -0.2983, 0.1555, -0.1822, 0.6536, -0.2952, -0.0076, -0.3138, -0.4328, 0.7943, -0.9524, -0.4365, 0.6477, -1.6479, 0.8054, -0.2635, 0.4988, -0.5097, 0.7893, -0.2696, -0.1805, -0.2442, 0.2219, 0.2456, 0.5327, -0.0677, 0.1884, 0.3066, -0.8398, -0.0825, 0.2545, -0.5188, 0.8713, -0.0620, -0.3013, -0.2707, -0.3463, 0.3392, -0.0810, 0.3807, 0.3700, 0.2135, -0.2949, -0.3180, 0.3484, -0.4900, 0.8621, -0.2346, -0.2875, -0.2195, -0.2643, -0.4437, 0.4080, 0.3654, 0.2331, 0.2029, 0.3044, -0.4503, 0.0886, -0.1071, 0.7934, -0.2597, -0.1770, -0.2473, -0.6013, -0.3548, 0.6416, 0.3741, -0.3560]
}

ii.
{
  "formula": "C60H102F18O30",
  "method": "the ωB97M-V functional and the def2-TZVPD basis",
  "total_charge": 0,
  "homo_ev": -10.08,
  "gap_ev": 10.65,
  "elements": ["O", "C", "O", "C", "C", "C", "H", "H", "H", "H", "H", "H", "H", "H", "O", "C", "O", "C", "C", "C", "H", "H", "H", "H", "H", "H", "H", "H", "O", "C", "O", "C", "C", "C", "H", "H", "H", "H", "H", "H", "H", "H", "O", "C", "O", "C", "C", "C", "H", "H", "H", "H", "H", "H", "H", "H", "O", "C", "O", "C", "C", "C", "H", "H", "H", "H", "H", "H", "H", "H", "O", "C", "O", "C", "C", "C", "H", "H", "H", "H", "H", "H", "H", "H", "O", "C", "O", "C", "C", "C", "H", "H", "H", "H", "H", "H", "H", "H", "O", "C", "O", "C", "C", "C", "H", "H", "H", "H", "H", "H", "H", "H", "O", "C", "O", "C", "C", "C", "H", "H", "H", "H", "H", "H", "H", "H", "C", "C", "O", "C", "O", "C", "F", "F", "F", "H", "H", "H", "H", "H", "C", "C", "O", "C", "O", "C", "F", "F", "F", "H", "H", "H", "H", "H", "C", "C", "O", "C", "O", "C", "F", "F", "F", "H", "H", "H", "H", "H", "C", "C", "O", "C", "O", "C", "F", "F", "F", "H", "H", "H", "H", "H", "C", "C", "O", "C", "O", "C", "F", "F", "F", "H", "H", "H", "H", "H", "C", "C", "O", "C", "O", "C", "F", "F", "F", "H", "H", "H", "H", "H"],
  "positions_angstrom": [[4.0402, 1.7994, -5.1383], [3.2441, 1.0177, -4.6325], [2.9122, -0.2197, -5.1336], [3.4770, -0.6633, -6.4014], [4.5307, -1.6888, -6.1344], [2.5646, 1.2893, -3.3099], [3.7619, 0.1459, -7.0144], [2.5821, -1.0940, -6.8211], [4.0839, -2.5608, -5.6285], [5.4072, -1.3651, -5.6467], [4.8143, -2.0938, -7.1172], [3.3076, 1.7119, -2.6842], [2.1153, 0.3897, -2.8547], [1.8200, 2.0089, -3.5703], [-5.0764, -0.9737, -2.7297], [-5.4147, -1.0082, -1.5835], [-5.7207, 0.1223, -0.9244], [-5.5944, 1.3450, -1.7192], [-5.7856, 2.4991, -0.6996], [-5.6202, -2.2267, -0.8179], [-6.2860, 1.3139, -2.5882], [-4.5786, 1.3438, -1.9796], [-5.2291, 2.4011, 0.2794], [-6.8879, 2.4831, -0.5693], [-5.4264, 3.4133, -1.1963], [-5.5598, -2.1623, 0.2590], [-4.9790, -2.9804, -1.2833], [-6.6578, -2.6394, -0.9927], [0.4175, 1.1662, -7.6693], [0.2538, 2.1743, -6.9743], [-0.4212, 2.0923, -5.8235], [-1.3174, 0.9867, -5.6578], [-2.0785, 1.3425, -4.3795], [0.8617, 3.5487, -7.1363], [-0.7166, 0.0812, -5.7749], [-1.9626, 1.0975, -6.4711], [-2.5601, 0.4275, -3.9479], [-2.8948, 2.0301, -4.6400], [-1.3902, 1.8530, -3.6889], [1.4362, 3.6869, -8.1141], [1.4635, 3.7061, -6.2371], [0.0810, 4.2877, -7.0823], [-3.7560, -2.8381, 8.1162], [-4.7828, -2.7354, 7.4826], [-4.8190, -2.8261, 6.1573], [-3.5433, -3.0285, 5.4284], [-3.8577, -2.8781, 3.9709], [-6.1931, -2.6001, 8.0634], [-3.2502, -4.0365, 5.5738], [-2.7760, -2.3177, 5.7406], [-4.6564, -3.5351, 3.6149], [-3.0337, -3.2325, 3.3611], [-4.1100, -1.8742, 3.7178], [-6.4720, -3.5386, 8.5909], [-6.9488, -2.4840, 7.2325], [-6.2014, -1.7751, 8.8228], [1.0136, 3.8166, -0.1651], [1.3968, 4.7614, 0.4826], [0.7353, 5.2981, 1.5286], [-0.6120, 4.8239, 1.7581], [-1.1466, 5.2348, 3.0921], [2.6186, 5.6460, 0.2783], [-0.6535, 3.7315, 1.6275], [-1.2055, 5.3469, 0.9765], [-0.6334, 6.2118, 3.1882], [-0.8459, 4.5787, 4.0308], [-2.2505, 5.2297, 3.1668], [2.2113, 6.5183, -0.2493], [3.4334, 5.1716, -0.3443], [2.8934, 6.0364, 1.2421], [-0.6642, -1.8116, -3.5133], [-0.1320, -2.7677, -4.0457], [-0.7307, -3.6344, -4.8384], [-2.0680, -3.3383, -5.2477], [-2.3083, -4.2204, -6.4111], [1.3836, -2.9923, -3.9633], [-2.0304, -2.2770, -5.6134], [-2.8108, -3.4169, -4.3708], [-2.2754, -5.3004, -6.1214], [-1.5876, -4.0948, -7.2008], [-3.3086, -3.9919, -6.7670], [1.7079, -3.6703, -4.7708], [1.4663, -3.5340, -3.0368], [2.0031, -2.1062, -4.1129], [2.1601, -3.7460, -0.5349], [3.2339, -3.7215, -0.0138], [4.1697, -2.7934, -0.2109], [3.8339, -1.6756, -1.0542], [5.0889, -0.9596, -1.3270], [3.5223, -4.6831, 1.1163], [3.0711, -1.1338, -0.5019], [3.3859, -2.0658, -2.0016], [4.8262, -0.0416, -1.8870], [5.7707, -1.4957, -2.0262], [5.6600, -0.6328, -0.4541], [2.7321, -4.5048, 1.8315], [4.5779, -4.4352, 1.3707], [3.4678, -5.7721, 0.7899], [3.9027, 6.2303, -3.1197], [3.4725, 5.8810, -4.2002], [2.2053, 5.4907, -4.3486], [1.5277, 5.1680, -3.0803], [0.1542, 4.4985, -3.4269], [4.2324, 5.6709, -5.4564], [1.5114, 6.0757, -2.4832], [2.1838, 4.4954, -2.5518], [-0.5083, 5.1561, -3.8043], [-0.1726, 4.1773, -2.4284], [0.3870, 3.7510, -4.1806], [3.5730, 5.5876, -6.3619], [4.7327, 4.7565, -5.4496], [4.8795, 6.5670, -5.6180], [2.1830, -0.3846, 1.6157], [0.9874, -0.6666, 1.5368], [0.2695, -1.4420, 2.4165], [1.1098, -1.9496, 3.5289], [0.4374, -3.1699, 4.0278], [0.0953, -0.4205, 0.3882], [1.0372, -1.1308, 4.2428], [2.1539, -2.0927, 3.3017], [-0.6530, -3.1231, 4.2337], [0.9093, -3.3007, 5.0228], [0.6431, -4.0017, 3.3842], [-0.0163, -1.3855, -0.1727], [0.4992, 0.4032, -0.3156], [-0.9468, -0.2750, 0.6733], [-2.2103, 0.0303, 11.2135], [-2.8411, 0.1343, 9.8062], [-1.7384, 0.1476, 8.8771], [-1.9758, 0.5189, 7.6292], [-3.0279, 0.7317, 7.1850], [-0.6847, 0.5857, 6.7659], [0.4220, 0.6212, 7.4468], [-0.6414, -0.4591, 5.9155], [-0.8054, 1.7629, 6.0183], [-1.6461, -0.8588, 11.2568], [-2.9159, -0.2599, 12.0084], [-1.6110, 0.9117, 11.4111], [-3.5430, 0.9681, 9.6330], [-3.3925, -0.7637, 9.6280], [0.6727, -6.4871, -2.8840], [0.2643, -7.8643, -2.5163], [-0.4119, -7.9791, -1.2657], [0.2663, -7.9091, -0.1285], [1.4685, -7.6777, -0.0316], [-0.7260, -7.9849, 1.0316], [-1.7169, -8.8855, 0.7963], [-0.0194, -8.1137, 2.1241], [-1.3304, -6.7939, 1.2008], [1.5321, -6.1248, -2.2957], [-0.1366, -5.8127, -2.5969], [0.9828, -6.4572, -3.9169], [1.1500, -8.5299, -2.4914], [-0.4188, -8.2416, -3.2351], [-1.4542, -3.7577, 0.3467], [-2.0902, -4.3359, -0.9728], [-3.2600, -5.1146, -0.4208], [-3.6418, -6.2073, -1.0953], [-3.2503, -6.6435, -2.1258], [-4.8159, -6.8568, -0.3180], [-4.6865, -6.7108, 1.0042], [-5.9182, -6.2319, -0.7387], [-4.8444, -8.1470, -0.5550], [-1.1720, -4.5487, 1.0121], [-2.1354, -3.0892, 0.8193], [-0.6441, -3.1248, 0.0303], [-1.4751, -5.0503, -1.5481], [-2.4597, -3.5821, -1.6546], [5.4910, 1.9314, 1.3486], [4.3195, 2.8112, 1.0798], [3.3179, 2.4506, 2.1331], [3.2763, 3.2242, 3.2537], [3.8293, 4.2341, 3.5091], [2.4017, 2.4904, 4.3020], [2.9770, 1.4122, 4.8937], [2.0776, 3.3438, 5.2925], [1.2252, 2.0987, 3.7493], [5.2365, 0.8785, 0.9833], [5.7086, 1.9648, 2.4504], [6.3949, 2.3155, 0.8288], [3.7848, 2.5957, 0.1110], [4.5318, 3.8563, 1.0959], [-6.1150, 4.7953, 4.8694], [-6.3886, 4.0156, 3.5287], [-5.5596, 2.7752, 3.6245], [-4.4504, 2.8188, 2.9213], [-4.0133, 3.6745, 2.2415], [-3.8202, 1.3263, 3.1152], [-4.7435, 0.4435, 2.7090], [-2.7257, 1.1436, 2.4059], [-3.6020, 1.0981, 4.3665], [-6.7926, 4.3636, 5.5956], [-6.5237, 5.8170, 4.7523], [-5.0855, 4.7830, 5.2075], [-6.0040, 4.5043, 2.6382], [-7.4003, 3.6666, 3.4421], [6.6437, 6.8378, -1.6735], [6.3630, 5.5022, -0.9208], [7.1699, 4.4756, -1.4785], [6.6876, 3.3197, -1.9086], [5.5584, 2.9382, -1.9589], [7.9031, 2.5169, -2.6463], [9.0076, 2.5538, -1.8898], [7.5707, 1.2945, -2.8399], [8.1794, 3.0675, -3.8549], [6.0238, 7.6061, -1.2320], [6.4077, 6.6765, -2.7346], [7.6801, 7.1070, -1.4829], [5.3175, 5.2546, -1.0929], [6.5154, 5.6643, 0.1825]],
  "mulliken_charge": [-0.6430, 0.1992, 0.1336, -0.5060, -1.1589, 1.7205, 0.5115, 0.2955, 0.1676, 0.3373, 0.4178, -0.7046, -0.2124, -0.5826, -0.6198, 0.6411, -0.3203, -0.1537, -0.8701, -0.5132, 0.3223, 0.1755, -0.0569, 0.3246, 0.3997, 0.2669, 0.0134, 0.3078, -0.6403, 0.6216, -0.0694, -0.6843, -0.4214, -0.6997, 0.2742, 0.4672, 0.0996, 0.4114, 0.0099, 0.3162, -0.0990, 0.4000, -0.6009, 0.7998, -0.3046, -0.1285, -0.5896, -1.0199, 0.4174, -0.0024, 0.4450, 0.0647, 0.1147, 0.2921, 0.2802, 0.2799, -0.2605, 0.5403, -0.3181, 0.0749, -1.0146, -0.4348, 0.1228, 0.2804, 0.4134, 0.0589, 0.2186, 0.5443, -0.7749, 0.5585, -0.5247, 0.5011, -0.2030, 0.6669, -1.4691, 0.5477, -0.0914, 0.0763, 0.2866, 0.3205, 0.4471, 0.4406, -0.2478, -0.7051, -0.2718, 0.4776, -0.4102, 1.6392, -1.5415, -0.5674, -0.3568, -0.4004, 0.0440, 0.4121, 0.5340, -0.1061, 0.3465, 0.2129, -0.5964, 0.9108, -0.2989, 0.2002, -0.9697, -1.1077, 0.5405, -0.2208, 0.6420, 0.1653, -0.1866, 0.3129, 0.2059, 0.3725, -0.7031, 0.9261, 0.1824, 0.1516, -1.1792, 0.2097, -0.0919, 0.3976, -0.1039, 0.4774, 0.2559, -0.7799, 0.0476, 0.2607, -1.3270, 0.0921, -0.2261, 0.2048, -0.5184, 0.9903, -0.2607, -0.1935, -0.2130, 0.3627, 0.3973, 0.3175, 0.3379, 0.0123, -0.3255, -0.7961, -0.1905, 0.5241, -0.6022, 0.7526, -0.2403, -0.2467, -0.2258, 0.2842, -0.4627, 0.5021, 0.3469, 0.4436, -0.0245, 1.7681, -0.2022, 0.3314, -0.5520, 0.7534, -0.2147, -0.2350, -0.2448, 0.2508, 0.3580, -0.5651, -1.5768, 0.3815, -0.8195, 0.1488, 0.2069, 0.1429, -0.5481, 0.8306, -0.2846, -0.2841, -0.1042, -0.2186, 0.4431, 0.2930, -0.0501, 0.2709, -1.0370, -0.3392, -0.3100, 0.3333, -0.5327, 0.8782, -0.3002, -0.1346, -0.1198, 0.3295, 0.3496, 0.3212, 0.2989, 0.3400, -1.3138, 0.6863, -0.3437, 0.2687, -0.1208, 0.6311, -0.2764, -0.1452, -0.2687, 0.3687, 0.2626, 0.3889, -0.5060, 0.2817]
}

What should be chosen as the least stable of them? Choose ii.